No. 1
The following is a DFT calculation (ωB97M-V/def2-TZVPD) of C23H42Cl2EuN2O3P as an isolated structure in a non-equilibrium geometry.

Geometry (Å):
O -0.14411 0.84847 -1.94059
C 0.85906 1.48599 -2.64741
C 1.37129 0.58853 -3.78036
C 1.27923 -0.80541 -3.70317
H 0.88702 -1.27587 -2.79241
C 1.73031 -1.58918 -4.76704
H 1.61551 -2.67192 -4.71037
C 2.35354 -0.99227 -5.87024
H 2.71660 -1.60904 -6.69439
C 2.48691 0.40031 -5.91624
H 3.00568 0.87440 -6.75219
C 1.96171 1.18674 -4.89737
H 2.04377 2.28042 -4.92466
H 0.44209 2.40523 -3.10906
C 1.63353 3.11263 -0.81018
C 1.95762 1.93438 -1.67341
H 2.51936 3.75152 -0.67133
H 1.30487 2.82564 0.20272
H 0.83099 3.69965 -1.27964
C 3.08618 1.22187 -1.54582
C 4.24718 1.57114 -0.68264
H 3.21813 0.31880 -2.14635
H 5.10965 1.89120 -1.28911
H 4.54842 0.66882 -0.13528
H 4.03896 2.35738 0.05579
Eu 0.11949 -0.02710 0.13826
Cl 0.85945 -2.52653 -0.37983
Cl 1.85655 0.84662 2.10122
H -3.09929 -2.35186 -4.02134
H -3.09485 -3.97006 -1.90819
C -2.18224 -1.97665 -3.54669
C -2.29805 -3.35992 -1.46507
N -2.29890 -2.04420 -2.09339
H -2.01191 -0.93649 -3.84620
C -2.49573 -0.93002 -1.37737
O -2.25782 -0.80895 -0.14094
H -2.45509 -3.23025 -0.39228
H -2.85485 -0.06817 -1.97529
H -1.33761 -2.59047 -3.88177
H -1.32779 -3.83794 -1.63021
H -2.77456 3.98033 2.84267
H -4.55132 4.11767 0.65418
C -2.08214 4.18625 2.01654
C -3.64167 4.09668 0.03933
N -2.52655 3.52551 0.78990
H -1.09123 3.80440 2.27888
C -2.00406 2.34366 0.47890
O -1.07539 1.80610 1.14267
H -3.82447 3.48346 -0.85286
H -2.41341 1.84174 -0.41858
H -2.04374 5.26440 1.85010
H -3.39761 5.12147 -0.26574
C -1.20293 0.51611 4.55893
C 0.05117 -0.36761 4.60253
P 0.36207 -1.18110 2.98932
C 1.83190 -2.29105 3.00109
C 2.09051 -3.03164 4.29274
C -1.04886 -2.36684 2.81415
C -1.28600 -3.28063 4.01252
H -1.22298 1.13974 3.65208
H -1.20539 1.18307 5.43068
H -2.12462 -0.08021 4.59749
H 0.93142 0.26103 4.79230
H -0.01380 -1.12244 5.39856
H 1.69513 -2.98148 2.14891
H 2.69497 -1.65101 2.74985
H 1.47687 -3.93013 4.37806
H 3.14010 -3.34905 4.28726
H 1.92682 -2.40443 5.17356
H -1.95226 -1.76087 2.61237
H -0.84605 -2.96175 1.90219
H -1.35791 -2.72770 4.95925
H -2.23797 -3.81162 3.87009
H -0.50092 -4.03949 4.11990

Values from the calculation:
Spin multiplicity: 7
Max |F|: 0.055 Eh/bohr
Gap between HOMO and LUMO (spin up / spin down): 6.24 / 6.81 eV
Expectation value of S²: 12.02
HOMO level (spin up / spin down): -0.2442 / -0.2456 Ha
LUMO energy (spin up / spin down): -0.41 / 0.13 eV
Charge: 0

=====

No. 2
The following is a DFT calculation (ωB97M-V/def2-TZVPD) of C23H42Cl3EuN4O3SSi as an isolated structure in a non-equilibrium geometry.

Geometry (Å):
C -2.14773 -2.70396 -5.12806
C -1.43724 -3.16526 -3.88147
H -2.34153 -3.60200 -5.73642
H -1.57092 -1.97078 -5.72026
H -3.10552 -2.20708 -4.89153
C -0.85841 -4.36913 -3.76311
C -0.74716 -5.39145 -4.87198
H -0.42976 -4.70262 -2.82230
H -0.02457 -5.09690 -5.63632
H -1.68866 -5.59995 -5.38583
H -0.37484 -6.33876 -4.46794
Eu 1.06146 1.94262 0.77713
Cl -1.77164 2.06348 0.95164
Cl 1.64010 4.18455 -0.45548
H 1.06895 7.02251 3.55590
H -1.29579 7.08010 3.06361
C 1.27668 6.12740 2.94277
C -1.13830 6.27253 2.33556
N 0.01267 5.45855 2.73306
H 1.97736 5.46315 3.45158
C -0.02870 4.12940 2.70055
O 0.96552 3.36859 2.76858
H -2.01708 5.61929 2.29934
H -1.05068 3.72450 2.52518
H 1.71285 6.45041 1.98317
H -0.96141 6.71291 1.34169
H 1.86281 -0.66965 -3.77942
H 2.47188 -3.23319 -3.08418
C 2.93125 -0.61561 -3.45906
C 3.35094 -2.85636 -2.52693
N 3.19471 -1.42845 -2.29454
H 3.18977 0.43059 -3.25350
C 3.32809 -0.85419 -1.06518
O 3.28026 0.34788 -0.80522
H 3.44115 -3.37670 -1.56772
H 3.50066 -1.62810 -0.29111
H 3.53440 -0.99567 -4.30594
H 4.25337 -3.05102 -3.13997
O -0.76208 -0.91179 -3.16096
C -1.43331 -2.06858 -2.78650
C 0.10334 -3.13597 -1.04178
C -1.13474 -2.58677 -1.35206
H 0.90762 -3.18550 -1.78110
C 0.34511 -3.64941 0.23632
H -2.48998 -1.74196 -2.75649
C -2.12867 -2.56871 -0.35583
H 1.31546 -4.11626 0.46558
C -0.62845 -3.61508 1.22366
C -1.89254 -3.07434 0.92939
H -3.10016 -2.14993 -0.65167
H -0.40714 -4.01937 2.21920
H -2.69147 -3.07960 1.67351
Si -0.40887 1.44951 -3.25810
Cl 0.21486 0.37972 -1.09807
C 1.19399 2.41661 -3.70458
C -1.45474 2.88966 -2.52613
C -1.21875 0.82013 -4.82711
H 1.96525 2.35319 -2.93330
H 0.96420 3.49868 -3.80436
H 1.62845 2.11622 -4.66867
H -0.52941 0.10907 -5.30251
H -1.40689 1.62153 -5.54867
H -2.18146 0.36634 -4.57424
H -1.83436 2.66370 -1.51797
H -2.30836 3.14815 -3.18599
H -0.82410 3.80390 -2.43258
S 1.49051 -0.66613 1.95843
C 0.43639 -0.38042 3.23746
N 0.70583 -0.50018 4.55734
C -0.30922 0.09746 5.40782
C -1.41970 0.44900 4.39664
N -0.82928 0.06710 3.13498
H 1.65128 -0.65946 4.85505
H 0.05462 1.00556 5.91543
H -0.67264 -0.62063 6.15016
H -1.67946 1.52400 4.44269
H -2.32905 -0.13848 4.59526
H -1.23712 0.36974 2.24241

Values from the calculation:
ΔE to the lowest compared entry with this formula, charge and spin: 4.059 eV
Spin multiplicity: 7
Max |F|: 0.035 Eh/bohr
Gap between HOMO and LUMO (spin up / spin down): 4.89 / 6.89 eV
Expectation value of S²: 12.01
HOMO level (spin up / spin down): -0.2516 / -0.2518 Ha
LUMO energy (spin up / spin down): -1.96 / 0.03 eV
Charge: 0

=====

Question: What is the expectation value of S² in the first record?
Answer: 12.02